No. 1
The following is a DFT calculation (wB97M-V/def2-TZVPD) of a 2-piece molecular cluster, C10H18N5 overall in a non-equilibrium geometry.

Output
HOMO-LUMO gap: 7.6 eV
Net charge: +1
E_HOMO: -12.31 eV
LUMO level: -4.700 eV

```
33
C10H18N5 (wB97M-V/def2-TZVPD)
C 3.4420 0.0455 1.5712
C 2.8384 1.4181 1.5506
N 3.4361 2.3006 2.1943
C 1.5935 1.7508 0.7422
N 0.3105 1.4226 1.3914
N -0.8100 1.5249 0.4488
C 0.3066 0.1411 1.9572
N -0.0114 0.0567 3.2629
N 0.5451 -0.9441 1.2983
H 2.9742 -0.5790 2.3079
H 3.3460 -0.4013 0.5916
H 4.4865 0.1530 1.7836
H 2.9773 3.2077 2.1131
H 1.5885 2.8203 0.6341
H 1.6669 1.3501 -0.2682
H -1.3286 0.6524 0.4125
H -0.4767 1.6883 -0.4980
H -0.4150 0.9589 3.5141
H 0.8027 -0.0541 3.8736
H 0.3742 -0.9808 0.2967
H 0.8396 -1.8073 1.7331
C -2.2651 -0.7308 -3.8665
C -1.3394 -1.6537 -3.4007
C -1.4444 -2.1463 -2.1066
C -2.4813 -1.7213 -1.2842
C -3.4088 -0.7986 -1.7514
C -3.2976 -0.3018 -3.0423
H -2.1843 -0.3471 -4.8747
H -0.5394 -1.9916 -4.0462
H -0.7216 -2.8679 -1.7422
H -2.5690 -2.1128 -0.2764
H -4.2175 -0.4699 -1.1115
H -4.0181 0.4173 -3.4084
```

And the Mulliken charges, in e, turn out to be:
1 C -1.1859
2 C 0.8138
3 N -0.7067
4 C -0.8043
5 N 0.2085
6 N -0.6771
7 C 0.2065
8 N -0.5400
9 N -0.0678
10 H 0.2143
11 H 0.3242
12 H 0.4426
13 H 0.2447
14 H 0.4327
15 H 0.3415
16 H 0.2692
17 H 0.3210
18 H 0.3185
19 H 0.3412
20 H 0.2041
21 H 0.2785
22 C -0.3827
23 C -0.4823
24 C -0.4198
25 C -0.4800
26 C -0.3744
27 C -0.4414
28 H 0.3976
29 H 0.3965
30 H 0.4847
31 H 0.5193
32 H 0.4029
33 H 0.4003


No. 2
The following is a DFT calculation (wB97M-V/def2-TZVPD) of C37H49N2OReS4Si as an isolated structure in a non-equilibrium geometry.

Output
HOMO-LUMO gap (spin up / spin down): 5.7 / 5.8 eV
Net charge: +1
Multiplicity: 4
E_HOMO (spin up / spin down): -9.51 / -10.03 eV
LUMO level (spin up / spin down): -3.813 / -4.257 eV

```
95
C37H49N2OReS4Si (wB97M-V/def2-TZVPD)
Re -0.0180 0.3458 0.0522
S -3.3151 -0.0679 4.7992
C -3.9227 -0.0996 6.3924
C -2.9267 -0.1392 7.3183
C -1.6416 -0.1482 6.7306
C -1.6716 -0.1159 5.3614
C -0.5505 -0.0987 4.4302
C -0.7856 -0.0145 3.0468
N 0.1727 0.0548 2.1354
C 1.4645 -0.0392 2.5570
C 1.8063 -0.1315 3.9118
C 3.1970 -0.2297 4.2498
C 4.1505 -0.2778 3.2936
C 3.8149 -0.2214 1.9006
C 4.7538 -0.2708 0.8660
C 4.3359 -0.2227 -0.4570
C 2.9545 -0.1246 -0.6972
N 2.0461 -0.0173 0.2608
C 2.4652 -0.0858 1.5546
C 5.2730 -0.2383 -1.5727
C 6.6424 -0.2449 -1.5308
C 7.2409 -0.2273 -2.8109
C 6.3230 -0.2048 -3.8139
S 4.7232 -0.2033 -3.2199
C 0.7713 -0.1360 4.8519
H -4.9884 -0.0870 6.5557
H -3.1017 -0.1606 8.3836
H -0.7311 -0.1782 7.3121
H -1.8026 0.0165 2.6786
H 3.4655 -0.2761 5.2975
H 5.1952 -0.3690 3.5626
H 5.8057 -0.3501 1.1067
H 2.5841 -0.1258 -1.7147
H 7.2154 -0.2584 -0.6146
H 8.3081 -0.2292 -2.9756
H 6.4938 -0.1898 -4.8784
H 1.0099 -0.1807 5.9063
C -1.9662 0.2649 -4.2705
C -1.7274 0.2683 -2.7825
S -0.0607 0.4279 -2.2978
C -2.7082 0.1930 -1.8628
C -4.1656 0.0563 -2.1917
S -2.3602 0.2868 -0.1550
H -1.0215 0.3574 -4.8022
H -2.6020 1.1039 -4.5592
H -2.4538 -0.6545 -4.5989
H -4.3402 0.0498 -3.2653
H -4.7340 0.8759 -1.7477
H -4.5586 -0.8723 -1.7718
C -1.2066 3.5232 -1.2880
Si -0.0549 2.9089 0.0966
C -0.8113 3.6357 1.7523
C -1.1087 5.1311 1.5661
C 0.1446 3.4769 2.9425
C -2.1467 2.9684 2.0896
C 1.7022 3.6493 -0.3533
C 1.6419 5.1830 -0.4086
C 2.7959 3.2571 0.6462
C 2.0967 3.1643 -1.7533
H -1.2762 4.6133 -1.2924
H -2.2157 3.1268 -1.1590
H -0.8497 3.2050 -2.2668
H -0.2231 5.7013 1.2955
H -1.4905 5.5404 2.5073
H -1.8690 5.2918 0.8005
H 1.0020 4.1439 2.8519
H 0.5218 2.4565 3.0377
H -0.3719 3.7277 3.8755
H -2.8637 3.0746 1.2743
H -2.5740 3.4396 2.9813
H -2.0369 1.9072 2.2982
H 1.5832 5.6193 0.5879
H 0.7981 5.5424 -0.9994
H 2.5577 5.5633 -0.8737
H 2.5954 3.6555 1.6401
H 3.7611 3.6588 0.3184
H 2.9029 2.1756 0.7356
H 1.4502 3.6026 -2.5154
H 2.0329 2.0819 -1.8515
H 3.1276 3.4628 -1.9715
C 0.3075 -3.3584 2.0691
C -0.8500 -2.9438 1.1767
O -0.3724 -2.3798 -0.0419
C -0.7849 -3.0588 -1.2342
C 0.3889 -3.2981 -2.1646
H -0.0681 -3.6671 3.0460
H 1.0007 -2.5293 2.2105
H 0.8582 -4.1860 1.6223
H -1.4836 -2.2064 1.6772
H -1.4784 -3.8092 0.9617
H -1.5658 -2.4724 -1.7275
H -1.2166 -4.0236 -0.9591
H 0.8732 -2.3622 -2.4251
H 0.0299 -3.7690 -3.0806
H 1.1226 -3.9555 -1.6952
```

And the Mulliken charges, in e, turn out to be:
1 Re 1.3709
2 S -0.0598
3 C -0.4093
4 C -0.6725
5 C -0.4825
6 C 0.4792
7 C 0.2168
8 C -1.4049
9 N 1.2501
10 C -0.6859
11 C 0.9177
12 C -1.1581
13 C -1.0621
14 C 1.0605
15 C -1.1478
16 C 0.6626
17 C -0.5327
18 N 0.4474
19 C -0.4374
20 C 0.4331
21 C -0.4167
22 C -0.6746
23 C -0.3692
24 S -0.0586
25 C -1.0549
26 H 0.4628
27 H 0.4110
28 H 0.4051
29 H 0.4483
30 H 0.5397
31 H 0.5279
32 H 0.4314
33 H 0.0738
34 H 0.3959
35 H 0.4060
36 H 0.4443
37 H 0.4530
38 C -1.9735
39 C 0.5957
40 S -0.6650
41 C 0.9272
42 C -1.7063
43 S -0.5200
44 H 0.5029
45 H 0.3831
46 H 0.3705
47 H 0.4822
48 H 0.3124
49 H 0.3156
50 C -1.2478
51 Si -0.6893
52 C 2.6467
53 C -1.8587
54 C -1.9126
55 C -1.2908
56 C 2.5092
57 C -2.1750
58 C -1.9889
59 C -1.6332
60 H 0.4466
61 H 0.2557
62 H 0.2840
63 H 0.3168
64 H 0.5469
65 H 0.3518
66 H 0.3512
67 H 0.5053
68 H 0.5321
69 H 0.3266
70 H 0.5524
71 H -0.0559
72 H 0.4208
73 H 0.3410
74 H 0.5486
75 H 0.2814
76 H 0.5550
77 H 0.6201
78 H 0.3505
79 H 0.1788
80 H 0.4987
81 C -1.0757
82 C -0.0501
83 O -0.2529
84 C -0.2049
85 C -1.1036
86 H 0.4324
87 H 0.0568
88 H 0.3906
89 H -0.0946
90 H 0.7087
91 H 0.1296
92 H 0.4674
93 H 0.0447
94 H 0.4494
95 H 0.2994


No. 3
The following is a DFT calculation (wB97M-V/def2-TZVPD) of a 2-piece molecular cluster, C24H32N2O4 overall in a non-equilibrium geometry.

Output
HOMO-LUMO gap: 9.1 eV
Structure (SMILES): CNC(=O)[C@@H]1CCCN1C(C)=O.OCCCc1ccc(OCc2ccccc2)cc1
Net charge: 0
E_HOMO: -8.60 eV
LUMO level: 0.497 eV

```
62
C24H32N2O4 (wB97M-V/def2-TZVPD)
C -5.1265 -0.2707 0.8280
N -4.3058 0.1943 1.9473
C -4.1025 1.4432 2.3803
O -3.4238 1.5995 3.3831
C -4.6733 2.6512 1.6027
C -3.5411 3.5142 1.0228
C -3.4617 4.7312 1.9423
C -4.9138 4.9156 2.3587
N -5.4786 3.5752 2.4121
C -6.6032 3.3011 3.1037
C -7.1664 1.8909 3.1010
O -7.2200 4.1595 3.7248
H -6.1827 -0.2460 1.1000
H -4.8554 -1.2995 0.5851
H -4.9682 0.3433 -0.0577
H -3.8423 -0.5079 2.5052
H -5.2863 2.2982 0.7771
H -3.8127 3.8378 0.0170
H -2.5917 2.9838 1.0077
H -3.0701 5.6091 1.4279
H -2.8564 4.4934 2.8189
H -5.4461 5.5059 1.6119
H -4.9647 5.4079 3.3313
H -6.4963 1.2318 3.6482
H -7.3003 1.5503 2.0785
H -8.1330 1.9012 3.6028
O 8.9055 -4.0156 0.3460
C 8.3124 -3.0522 -0.5238
C 8.0628 -3.7096 -1.8809
C 7.4977 -2.7236 -2.9106
C 6.1153 -2.2655 -2.5248
C 5.9272 -1.0082 -1.9387
C 4.6472 -0.5904 -1.5745
C 3.5418 -1.4171 -1.7744
O 2.3246 -0.9035 -1.4332
C 1.3870 -1.7483 -0.7504
C 0.0630 -1.0393 -0.8316
C -0.0124 0.3175 -0.4846
C -1.1934 1.0325 -0.6722
C -2.3235 0.3912 -1.1827
C -2.2720 -0.9709 -1.4974
C -1.0802 -1.6843 -1.3267
C 3.7243 -2.6714 -2.3741
C 5.0049 -3.0923 -2.7457
H 8.3048 -4.7677 0.4819
H 8.9849 -2.1957 -0.6386
H 7.3739 -2.6930 -0.0896
H 9.0114 -4.1035 -2.2593
H 7.3747 -4.5521 -1.7600
H 8.1701 -1.8647 -3.0069
H 7.4546 -3.2109 -3.8899
H 6.7742 -0.3505 -1.7675
H 4.5000 0.3906 -1.1347
H 1.3096 -2.7387 -1.2061
H 1.6838 -1.8760 0.2953
H 0.8684 0.8306 -0.1084
H -1.2121 2.0922 -0.4444
H -3.2335 0.9576 -1.3495
H -3.1485 -1.4706 -1.8987
H -1.0395 -2.7329 -1.6062
H 2.8780 -3.3150 -2.5831
H 5.1355 -4.0630 -3.2148
```

And the Mulliken charges, in e, turn out to be:
1 C -0.7566
2 N 0.0712
3 C -0.4591
4 O -0.6851
5 C 0.5411
6 C -0.7091
7 C -0.7876
8 C -0.7837
9 N 0.1040
10 C 0.7808
11 C -0.9831
12 O -0.6886
13 H 0.2325
14 H 0.3399
15 H 0.2071
16 H 0.2646
17 H 0.5272
18 H 0.4821
19 H 0.0530
20 H 0.4053
21 H 0.3124
22 H 0.3050
23 H 0.3712
24 H 0.2759
25 H 0.2121
26 H 0.3408
27 O -0.5421
28 C -0.4165
29 C -0.4693
30 C -1.3304
31 C 0.5203
32 C -0.4890
33 C -0.4757
34 C 0.4758
35 O -0.2539
36 C -0.6149
37 C 0.8314
38 C -0.5070
39 C -0.5774
40 C -0.4139
41 C -0.6800
42 C -0.5665
43 C -0.2513
44 C -0.6670
45 H 0.3189
46 H 0.2800
47 H 0.2748
48 H 0.2748
49 H 0.4238
50 H 0.3638
51 H 0.3915
52 H 0.3173
53 H 0.4173
54 H 0.3344
55 H 0.2507
56 H 0.3645
57 H 0.4165
58 H 0.5598
59 H 0.4463
60 H 0.2990
61 H 0.3191
62 H 0.4016